(1)
Here is a molecular structure, C52H101Cl2CuNO22S8 at a distorted geometry from the Open Molecules 2025 dataset. Energies are from ωB97M-V/def2-TZVPD.

Structure (XYZ):
```
187
Properties=species:S:1:pos:R:3:forces:R:3:mulliken_charge:R:1
Cu -24.056320 20.913350 2.280630 -0.4078 -0.2498 0.2806 0.54
C -29.203690 17.137510 2.484760 -0.3350 0.9055 1.4936 -1.55
C -28.173180 18.253210 3.108320 -1.2791 -0.9030 -1.1377 1.46
C -28.594380 18.678090 4.540940 -0.1172 -0.6686 1.4865 -1.34
C -28.273200 17.595260 5.675090 -0.5722 0.3153 -1.9608 -0.79
C -26.769290 17.292250 5.588470 -2.9164 0.1161 -0.2777 -1.20
C -26.384900 16.778010 4.173170 0.7486 0.7603 -0.3356 1.52
N -26.789590 17.752910 3.119660 1.6967 0.3304 -1.2292 0.34
O -25.969820 17.657810 1.800050 -2.2712 0.5775 3.4909 -0.75
C -26.783670 15.297560 3.915540 0.1630 0.4721 1.5549 -1.84
C -24.876280 16.821380 4.371690 1.3370 -0.0929 -1.1536 -1.68
C -28.345900 19.512020 2.249000 0.3793 0.4145 -1.0542 -1.76
H -30.267460 17.313940 2.644020 -0.3048 1.0778 0.5484 0.39
H -29.126010 16.245780 3.106770 0.6422 -0.5104 -0.8136 0.30
H -29.257450 17.043790 1.400130 1.2365 -0.4621 0.0372 0.31
H -29.647340 18.956520 4.584040 -0.3550 -0.5018 -0.3733 0.47
H -28.160630 19.654600 4.756380 0.7682 -0.1308 0.1472 0.45
H -28.899050 16.746700 5.398760 0.2579 -0.5531 -0.3448 0.29
H -28.658480 17.732680 6.685430 0.2996 1.0559 0.1077 0.43
H -26.557760 16.559900 6.367580 0.5485 -0.0359 -0.1107 0.50
H -26.331210 18.270390 5.787020 0.7053 -0.2912 0.0024 0.37
H -26.736360 15.019460 2.862680 -0.1561 0.0584 0.2224 0.31
H -27.692010 15.037310 4.458950 -0.7521 0.1706 -0.7964 0.38
H -26.110380 14.710810 4.540450 0.6419 -0.3146 -0.4650 0.47
H -24.638660 16.368450 5.334220 0.1315 0.0331 0.0296 0.44
H -24.466650 17.830250 4.321770 -0.3524 0.2384 0.3215 0.35
H -24.279770 16.312920 3.614220 -0.3073 -0.3478 -0.2274 0.30
H -28.158780 19.299240 1.196490 0.6078 -0.1412 0.0497 0.36
H -27.746340 20.371510 2.548810 0.6091 -0.2900 0.1392 0.36
H -29.325970 19.982440 2.169820 -0.6597 -0.6686 0.7565 0.38
C -24.539470 23.983330 6.379000 1.2454 0.1185 -2.4730 -0.46
O -23.814120 24.035650 5.150630 -0.4708 -1.0009 0.9219 -0.80
H -25.298210 24.752300 6.233790 -0.4189 0.3542 1.0989 0.14
H -25.038800 23.050080 6.639420 -0.4799 -0.6462 -0.4260 0.15
H -23.866230 24.075060 7.231300 0.1267 0.8284 0.5160 0.16
C -28.721480 27.702530 1.231070 0.8025 1.1355 -0.1957 -0.62
C -29.305730 28.152200 -0.127140 -0.4802 1.8217 2.2753 -0.57
C -28.777150 27.258270 -1.144910 1.1273 -0.3684 -2.1327 -0.62
S -27.059090 26.858110 -0.658770 -1.6575 -1.3024 2.5849 1.09
O -26.132740 27.568560 -1.463730 1.0116 0.5947 -0.8511 -0.65
O -27.036870 25.421010 -0.500460 0.4494 0.2575 -0.3919 -0.62
C -27.170330 27.640750 1.060190 -0.6142 -1.2222 -1.8297 -0.76
H -29.208130 26.760140 1.482440 0.5905 -0.0912 0.5307 0.33
H -28.799620 28.470560 2.000560 -0.9311 -0.2044 0.1640 0.34
H -28.977640 29.188360 -0.209750 0.5678 0.0552 -0.6775 0.28
H -30.380270 28.334760 -0.138740 -0.2348 -0.8130 0.1384 0.35
H -28.714620 27.759360 -2.110880 0.1487 -0.0787 -0.1055 0.33
H -29.264640 26.301020 -1.329680 -0.1379 0.0464 0.5031 0.34
H -26.603670 28.546190 0.843000 -0.6908 0.5635 0.4801 0.36
H -26.678700 27.110570 1.875860 0.0820 -0.4283 -0.4937 0.42
C -17.276450 22.344590 7.135740 1.4343 -1.4962 -0.8505 -0.59
C -17.397460 21.423200 5.885040 -0.1244 1.1526 -0.3368 -0.63
C -16.545620 20.245230 6.065250 -0.2514 -2.0840 0.3764 -0.70
S -15.063500 20.744510 6.891680 0.5616 -0.7007 -0.7262 1.10
O -14.082070 21.074480 5.859820 -0.1908 -0.3374 1.1338 -0.65
O -14.817390 19.734740 7.937260 0.1180 1.8675 -1.1153 -0.66
C -15.738290 22.321000 7.521300 -0.7905 0.1239 0.4617 -0.65
H -17.881980 21.764330 7.831950 -0.1095 1.0426 0.6773 0.31
H -17.557400 23.354350 6.836470 -0.4555 -0.1714 0.7473 0.32
H -17.000510 21.905820 4.991950 -0.5074 0.4133 -0.1285 0.33
H -18.409430 21.045860 5.737990 -0.1437 0.6158 -0.2145 0.33
H -16.436490 19.714390 5.119520 0.8601 0.1783 0.0202 0.40
H -16.984490 19.486250 6.712900 -0.1349 0.1545 0.3621 0.39
H -15.255980 23.209010 7.112730 0.2869 -0.5011 -0.6171 0.33
H -15.456190 22.364910 8.573240 -0.5842 -0.2405 0.2002 0.37
C -24.423560 10.535880 12.255300 -0.9575 -0.7830 -0.3781 -0.52
C -25.306170 11.695080 11.638020 -0.3895 -0.5369 1.9996 -0.58
C -26.616630 11.166370 11.024800 1.1384 -0.9654 -0.3450 -0.70
S -27.080320 9.651140 12.040700 -0.0183 1.4519 1.6853 1.01
O -27.764410 8.654960 11.244350 0.8859 0.3544 0.1260 -0.62
O -27.751460 10.071000 13.286860 0.9993 -0.2075 -1.6017 -0.63
C -25.275800 9.254980 12.468010 -1.1364 -0.1003 -1.3613 -0.67
H -23.969430 10.810040 13.207510 -0.0525 0.2955 -0.2015 0.28
H -23.633280 10.273050 11.552110 0.0793 0.0856 0.1100 0.27
H -24.643390 12.309310 11.028490 -0.5905 0.0439 -0.2722 0.36
H -25.648060 12.255010 12.508480 0.3225 0.5128 -0.0619 0.27
H -26.370350 10.830820 10.017400 -0.4909 -0.3800 -0.0923 0.34
H -27.444370 11.873470 10.970450 0.0755 -0.1617 0.3132 0.43
H -25.101120 8.520450 11.681840 0.3691 -0.0570 -0.0015 0.32
H -25.204580 8.722300 13.416320 -0.2486 0.4397 0.0718 0.42
C -33.105300 9.144520 4.008040 0.0699 0.0634 -2.1291 -0.56
C -33.235740 8.266670 5.165970 -0.4487 -2.9836 2.8613 -0.62
C -31.889940 8.011960 5.944360 0.1442 1.8537 -1.1559 -0.68
S -31.230720 9.747030 5.885270 1.3815 0.4139 -0.1730 1.02
O -29.820500 9.625810 5.441810 -2.2223 0.5179 0.5980 -0.64
O -31.558680 10.559520 7.070260 0.3516 -1.3536 -1.4433 -0.61
C -32.349820 10.316010 4.496680 0.8996 1.5071 0.4389 -0.67
H -34.021490 9.463920 3.511360 -0.6099 0.1633 0.8428 0.33
H -32.739420 8.594180 3.141230 1.1821 -0.0753 0.2148 0.29
H -33.679130 7.312510 4.881190 -0.0118 -0.1231 0.0970 0.36
H -33.839940 8.632430 5.996180 -0.6156 0.5083 -0.4350 0.31
H -31.143500 7.422090 5.412390 -0.1145 0.0425 -0.0396 0.34
H -31.900440 7.746650 7.001530 -0.5661 -0.1042 -0.1915 0.39
H -31.778690 10.933660 3.803560 0.2799 -0.4386 -0.0975 0.42
H -33.094150 11.001090 4.902560 0.2932 0.0343 0.6247 0.33
C -32.865970 17.365850 11.602630 0.7357 0.4198 0.7738 -0.42
C -31.932490 16.146450 11.836820 0.2613 -0.4522 -0.5779 -0.66
C -32.832260 14.937470 12.076890 -0.8155 1.2294 1.6608 -0.71
S -34.396340 15.645080 12.978990 3.9244 0.7654 -2.1085 1.07
O -34.387030 15.310020 14.374240 -0.7007 -0.4818 0.1486 -0.63
O -35.456090 15.493850 12.037920 -1.7417 -0.6391 0.0236 -0.61
C -33.823730 17.354750 12.778240 -0.6988 -1.3388 0.7420 -0.77
H -33.330280 17.363130 10.616470 -0.0933 -0.1226 0.1573 0.29
H -32.333080 18.304340 11.755430 0.2896 0.0045 -0.6157 0.28
H -31.118380 16.246930 12.554620 -0.6532 0.5550 0.8182 0.31
H -31.304870 15.842340 10.999140 -0.3289 0.5209 -0.6942 0.34
H -32.420610 14.295290 12.855500 -0.0049 -0.6895 -0.7806 0.38
H -33.093430 14.606690 11.071660 -0.4290 -0.8752 0.6439 0.36
H -33.260890 17.512730 13.698210 -0.1623 0.4870 0.0224 0.32
H -34.786140 17.866070 12.757980 0.4118 0.6198 -0.2312 0.45
C -38.753020 17.208750 4.698390 -2.2796 1.7528 -1.6488 -0.61
C -37.585800 16.776440 5.494840 0.7775 -1.6693 -1.0715 -0.50
C -36.322900 16.876330 4.490110 -0.7774 0.5005 -0.0852 -0.79
S -36.971620 16.383270 2.750710 -1.8985 0.9663 2.6319 1.03
O -36.724380 14.966010 2.575660 -0.1586 0.6469 -0.1839 -0.60
O -36.635630 17.366650 1.751680 0.5802 -0.3924 -0.0189 -0.59
C -38.825170 16.777360 3.270900 2.2025 -1.8132 -2.6979 -0.72
H -38.752830 18.289290 4.555150 0.1345 0.3299 0.6348 0.29
H -39.743910 16.984310 5.093190 0.1920 -0.1085 0.7393 0.35
H -37.818040 15.741580 5.746300 0.7001 -0.3954 -0.0464 0.27
H -37.711220 17.274720 6.456130 1.3067 0.4705 -0.1322 0.35
H -35.385360 16.345320 4.654880 -0.5093 -0.6238 0.3619 0.46
H -35.972370 17.899020 4.351040 -0.4667 0.2734 0.0422 0.35
H -39.323150 15.879540 2.904810 -0.1592 -0.5236 1.0379 0.36
H -39.178860 17.485260 2.521310 0.3784 0.5867 0.4246 0.37
C -33.204280 25.937180 9.797430 0.0857 2.6997 0.6677 -0.63
C -31.903220 25.522020 9.187790 -0.4416 -0.3679 -0.8757 -0.62
C -31.978670 23.999830 9.236670 0.5729 -0.0611 0.0837 -0.67
S -33.780140 23.545920 9.097150 0.5207 0.4341 -2.0150 1.10
O -34.282290 22.906670 10.285130 0.3721 -0.5198 -0.0546 -0.64
O -34.011700 23.010420 7.747880 0.1984 0.2683 1.7151 -0.64
C -34.365410 25.242820 9.178730 -0.4655 -1.1191 0.3889 -0.60
H -33.312580 27.014110 9.668620 -0.1630 0.1965 0.0513 0.35
H -33.189100 25.807720 10.879610 -0.0651 -0.3598 0.0577 0.30
H -31.034170 25.995280 9.644810 -0.0279 -0.4457 0.3264 0.34
H -31.881050 25.865180 8.153450 -0.0413 -0.0928 -0.2025 0.29
H -31.601170 23.692730 10.212000 -0.1663 -0.4792 -0.1174 0.36
H -31.401720 23.580320 8.412500 -0.2989 -0.5091 0.2242 0.38
H -35.173210 25.175780 9.907480 -0.2884 0.1815 -0.4000 0.32
H -34.700470 25.551920 8.188630 0.2179 0.1655 0.1327 0.36
C -34.932160 25.143050 2.484590 -0.7012 -0.3018 0.2236 -0.56
C -34.579570 24.822960 0.983430 -0.4611 -0.9842 0.4437 -0.67
C -35.330440 23.438210 0.569240 0.0480 1.6915 1.5475 -0.67
S -37.042240 23.766600 1.176880 -0.1121 1.0410 -2.1674 0.96
O -37.820630 22.525960 1.391780 1.4530 2.1234 0.3644 -0.60
O -37.575210 24.770060 0.220510 0.2919 -1.2637 1.6195 -0.63
C -36.422050 24.768970 2.729470 -0.6343 -2.7489 -0.4319 -0.68
H -34.784540 26.115450 2.954440 0.0209 0.7862 -1.2740 0.32
H -34.274860 24.622260 3.180890 -0.2531 -1.0004 -0.2821 0.29
H -33.516650 24.691400 0.780930 0.0555 -0.0411 0.4457 0.40
H -34.879460 25.664750 0.359280 -0.4268 -0.3537 -0.2110 0.31
H -35.065450 22.559180 1.156760 0.6471 0.1943 0.1729 0.35
H -35.181490 23.196160 -0.483060 -0.7294 0.2406 0.0286 0.40
H -36.522800 23.991530 3.486790 0.3163 -0.1216 0.1855 0.33
H -37.239230 25.434440 3.007780 0.4968 0.7093 -0.6543 0.44
O -15.158680 12.788020 8.100150 -3.4431 -0.3613 -3.8136 -0.63
C -16.192530 12.585570 7.382250 3.4291 2.2480 3.2935 0.57
O -17.037330 11.677940 7.845110 0.4266 0.5398 1.0938 -0.33
C -18.205390 11.528810 7.083800 -0.0560 0.4531 -0.5275 -0.40
C -18.265560 12.795780 6.132200 0.5214 -1.7598 -0.9216 -0.40
C -16.854120 13.391540 6.194530 -0.0652 -0.1498 0.7258 -0.38
H -19.070260 11.386170 7.731690 0.1198 0.2094 0.0514 0.26
H -17.910220 10.565240 6.668460 -1.2934 0.0190 -1.3191 0.27
H -18.987650 13.597960 6.284500 -0.2971 -0.6460 0.5659 0.33
H -18.442700 12.363890 5.147220 -0.2215 0.3313 -0.1705 0.20
H -17.006990 14.453580 6.386390 0.6204 -0.0415 0.8691 0.19
H -16.316020 13.454680 5.248720 0.2533 -0.8426 0.1445 0.30
O -31.358740 21.153520 -3.904520 -2.7218 -0.8664 -1.2407 -0.59
C -32.438100 20.749430 -4.333400 1.8374 1.7221 1.3355 0.51
O -33.321520 21.568480 -5.030800 1.7801 -0.4784 0.9726 -0.35
C -34.419060 20.800870 -5.474460 -0.9846 2.1870 -1.1798 -0.39
C -34.124020 19.407240 -5.257900 0.9823 -3.3486 0.9412 -0.38
C -33.065640 19.386790 -4.172770 0.6566 -0.0531 0.5843 -0.40
H -34.510460 21.031520 -6.535850 -0.4142 0.0679 -0.0049 0.26
H -35.312590 21.132680 -4.945680 -0.0718 0.0525 -0.0015 0.28
H -33.562240 18.922850 -6.056570 -0.8007 0.1118 -0.6912 0.23
H -34.986900 18.818080 -4.947380 -0.0011 -0.0529 -0.4405 0.31
H -32.288880 18.629210 -4.276710 -0.0301 0.0357 -0.3928 0.28
H -33.414040 19.186890 -3.159480 -0.2498 0.6338 0.1313 0.24
Cl -20.742440 11.125560 -0.862580 -0.1466 0.2053 -0.3440 -0.20
C -20.612260 12.917140 -0.692060 2.3344 -0.2749 0.7765 -0.37
C -19.058840 13.167520 -0.378970 -1.9108 0.0345 0.2277 -0.46
Cl -18.757490 14.712740 0.465960 -0.2263 0.3563 -0.1766 -0.20
H -21.191210 13.135150 0.205380 -0.1615 0.4650 -0.5394 0.30
H -20.864860 13.402810 -1.634610 -0.4654 -0.0604 0.4231 0.31
H -18.511090 13.207940 -1.320480 0.2011 -0.4732 0.4008 0.32
H -18.780130 12.442610 0.385830 0.3705 -0.2488 -0.7551 0.30
```
Forces are in eV/Å.

- orbital gap (eV) = 3.556
- charge = -1
- LUMO (eV) = 0.1414
- E_tot (eV) = -258444.70963
- E_HOMO (eV) = -3.41
- multiplicity = 1



(2)
Here is 2 unconnected molecules or ions with the total composition C5H8O from the Open Molecules 2025 dataset. Energies are from ωB97M-V/def2-TZVPD.

Structure (XYZ):
```
14
Properties=species:S:1:pos:R:3:forces:R:3:mulliken_charge:R:1
O 2.935570 -0.582647 -0.346535 -0.3610 0.3726 0.0836 -0.49
C 2.096727 0.290218 -0.269778 0.1897 -0.2415 -0.0619 -0.13
C 0.652492 0.055728 -0.358763 0.0031 0.0891 -0.0292 0.51
C -0.385951 0.903634 -0.383723 0.0932 0.0624 -0.0158 -0.74
C -1.416860 -0.196638 -0.467179 -0.1664 0.0203 -0.0311 -0.28
C -0.211031 -1.187058 -0.387488 0.0410 -0.1918 -0.0361 -0.53
H 2.382871 1.354235 -0.118604 0.0158 -0.1359 -0.0658 0.28
H -0.470993 1.985840 -0.309607 0.0533 -0.1787 -0.1166 0.37
H -1.970468 -0.224487 -1.410825 0.0590 -0.0255 0.1156 0.25
H -2.130929 -0.253464 0.363183 0.1498 0.0398 -0.1359 0.25
H -0.079525 -1.856782 -1.241483 -0.0152 0.0990 0.1078 0.28
H -0.183907 -1.774758 0.537141 0.0188 0.0868 -0.1528 0.22
H -0.345081 0.544770 2.198626 -0.2759 0.1963 0.1497 -0.07
H -0.940209 0.998700 2.214798 0.1948 -0.1929 0.1885 0.08
```
Forces are in eV/Å.

- orbital gap (eV) = 10.158
- energy relative to the best compared isomer or geometry (same formula, charge and spin) (kcal/mol) = 66.1
- LUMO (eV) = 0.3058
- E_tot (eV) = -7359.38735
- E_HOMO (eV) = -9.85
- multiplicity = 1